# C3H11NOS2

A cluster of 2 separate species, C3H11NOS2 in total (wB97M-V/def2-TZVPD, the OMol25 dataset).

highest occupied orbital energy = -0.33449 Eh
ΔE to the lowest compared entry with this formula, charge and spin = 2.91 kcal/mol
LUMO level = 0.5 eV
E = -1047.26273 hartree
Kohn-Sham gap = 9.6 eV

Each line ends with the Mulliken charge.
Positions of all 18 atoms, in Å:
C -1.98 0.15 -1.18  -1.418
C -0.70 -0.44 -0.56  0.405
N -0.18 0.51 0.44  -0.640
C -0.97 -1.80 0.06  -0.866
S 0.52 -2.69 0.55  -0.044
S 1.66 -2.86 -1.16  -0.235
H -2.87 -0.08 -0.58  0.281
H -1.86 1.23 -1.23  0.418
H -2.13 -0.25 -2.19  0.332
H 0.03 -0.55 -1.35  0.376
H -0.46 0.26 1.37  0.228
H 0.83 0.59 0.50  0.259
H -1.46 -1.70 1.02  0.379
H -1.65 -2.38 -0.57  0.365
H 0.95 -3.86 -1.70  0.161
O 3.16 4.91 2.11  -0.638
H 2.98 3.99 2.33  0.316
H 4.12 4.98 2.15  0.322

=====

# C22H24ClFeN4OSe4

A structure of composition C22H24ClFeN4OSe4 at a distorted geometry (wB97M-V/def2-TZVPD, the OMol25 dataset).

highest occupied orbital energy (alpha / beta) = -0.18494 / -0.27432 Eh
ΔE to the lowest compared entry with this formula, charge and spin = 15.50 kcal/mol
LUMO level (alpha / beta) = -0.2 / -2.0 eV
E = -12476.62132 hartree
spin multiplicity = 6
Kohn-Sham gap (alpha / beta) = 4.9 / 5.4 eV

Each line ends with the Mulliken spin population.
Positions of all 57 atoms, in Å:
Fe -0.10 0.68 -0.68  1.053
Cl -5.22 -3.53 -3.33  -0.001
C -4.04 -2.66 -2.39  -0.053
C -3.54 -3.24 -1.22  0.127
C -2.61 -2.55 -0.48  -0.049
C -2.14 -1.28 -0.85  0.150
O -1.22 -0.70 -0.10  0.046
C -2.70 -0.68 -2.03  -0.072
C -2.43 0.68 -2.36  0.400
N -1.59 1.39 -1.61  -0.012
C -1.60 2.74 -1.45  -0.068
C -2.22 3.71 -2.26  0.265
C -2.18 5.04 -1.87  -0.091
C -1.60 5.45 -0.69  0.188
C -1.01 4.51 0.18  -0.047
C -0.46 4.79 1.44  0.086
C 0.02 3.76 2.23  -0.045
C 0.00 2.46 1.75  0.087
N -0.45 2.16 0.53  -0.049
C -0.98 3.15 -0.24  -0.026
C -3.65 -1.41 -2.78  0.075
H -3.90 -4.21 -0.91  0.013
H -2.21 -2.97 0.44  -0.003
H -3.00 1.15 -3.15  0.048
H -2.70 3.42 -3.18  0.032
H -2.64 5.78 -2.52  -0.005
H -1.61 6.50 -0.40  0.009
H -0.43 5.82 1.79  0.002
H 0.40 3.96 3.22  -0.001
H 0.35 1.62 2.34  0.021
H -4.07 -0.95 -3.66  0.000
Se 1.44 1.75 -2.22  0.389
Se 4.61 -1.58 -1.87  0.969
Se 3.52 -3.04 -3.04  1.022
Se 0.76 -0.33 -2.56  0.548
C 3.53 -3.53 2.17  -0.012
C 2.69 -2.42 2.81  0.000
N 1.87 -1.66 1.87  -0.002
C 0.56 -2.20 1.51  0.001
C 0.58 -2.99 0.20  -0.017
C 2.28 -0.50 1.32  -0.050
C 3.67 0.00 1.69  0.037
N 1.55 0.21 0.52  0.004
H 4.22 -3.94 2.90  0.000
H 4.10 -3.14 1.32  0.011
H 2.90 -4.34 1.80  0.002
H 3.33 -1.74 3.36  0.002
H 2.01 -2.86 3.54  0.000
H -0.14 -1.38 1.40  0.004
H 0.22 -2.84 2.33  0.001
H 0.98 -2.35 -0.60  0.018
H -0.44 -3.27 -0.08  -0.013
H 1.19 -3.89 0.27  0.011
H 3.70 0.37 2.71  0.002
H 3.94 0.81 1.03  -0.006
H 4.41 -0.79 1.58  -0.002
H 2.05 1.06 0.32  0.003

=====

# C40H75N4O3

A cluster of 3 separate species, C40H75N4O3 in total at a distorted geometry (wB97M-V/def2-TZVPD, the OMol25 dataset).

charge = +1
highest occupied orbital energy (alpha / beta) = -0.36647 / -0.39113 Eh
LUMO level (alpha / beta) = -4.1 / -4.1 eV
E = -2013.40529 hartree
spin multiplicity = 3
Kohn-Sham gap (alpha / beta) = 5.9 / 6.6 eV

Each line ends with the Mulliken spin population.
Positions of all 122 atoms, in Å:
C 5.17 -2.42 1.43  0.000
C 4.20 -3.68 1.40  0.000
C 4.12 -4.42 0.01  0.000
C 3.58 -3.52 -1.18  0.000
C 4.70 -2.58 -1.85  0.000
C 4.19 -1.09 -1.73  0.000
C 5.32 0.02 -1.88  0.000
C 5.65 0.79 -0.55  0.000
C 4.80 2.10 -0.30  0.001
C 3.23 1.87 -0.27  0.000
C 2.64 1.67 1.17  0.000
C 3.39 1.25 2.33  0.000
N 2.81 1.13 3.58  0.000
C 1.47 1.40 3.78  0.000
C 0.59 1.79 2.68  0.000
C 1.17 1.94 1.31  0.000
C 0.33 2.34 0.06  0.000
C -1.23 2.27 0.24  0.000
C -1.83 0.87 -0.20  0.000
C -3.37 0.83 0.13  0.000
N -4.12 -0.17 -0.69  0.000
C -5.57 0.18 -0.70  0.000
C -3.89 -1.48 -0.10  0.000
C -4.85 -2.16 0.94  0.001
O -2.90 -2.11 -0.41  0.000
H 4.52 -1.52 1.29  0.000
H 6.01 -2.47 0.68  0.000
H 5.66 -2.27 2.43  0.000
H 3.18 -3.29 1.68  0.000
H 4.51 -4.36 2.25  0.000
H 5.14 -4.78 -0.30  0.000
H 3.39 -5.27 0.14  0.000
H 2.76 -2.86 -0.75  0.000
H 3.06 -4.13 -1.97  0.000
H 5.71 -2.76 -1.42  0.000
H 4.67 -2.84 -2.95  0.000
H 3.39 -0.87 -2.48  0.000
H 3.73 -0.95 -0.71  0.000
H 6.27 -0.44 -2.28  0.000
H 5.01 0.78 -2.65  0.000
H 5.65 0.12 0.37  0.000
H 6.72 1.14 -0.64  0.000
H 5.09 2.47 0.73  0.000
H 5.03 2.84 -1.10  0.000
H 2.85 1.06 -0.94  0.000
H 2.77 2.83 -0.65  0.000
H 4.48 1.01 2.24  0.000
H 3.35 0.84 4.39  0.000
H 1.01 1.32 4.79  0.000
H -0.48 2.00 2.87  0.000
H 0.68 3.35 -0.28  0.000
H 0.60 1.61 -0.76  0.000
H -1.71 3.05 -0.42  0.000
H -1.60 2.47 1.28  0.000
H -1.69 0.67 -1.30  0.000
H -1.34 0.04 0.38  0.000
H -3.79 1.85 -0.10  0.000
H -3.57 0.61 1.22  0.000
H -5.77 0.86 -1.57  0.000
H -6.19 -0.75 -0.88  0.000
H -5.92 0.69 0.23  0.000
H -5.47 -2.94 0.43  -0.001
H -5.53 -1.41 1.45  0.000
H -4.20 -2.63 1.72  0.000
C 4.33 9.75 0.92  0.007
C 5.24 8.51 0.77  0.029
C 5.54 8.24 -0.72  0.021
C 4.37 7.62 -1.47  -0.021
C 3.89 6.36 -0.75  0.019
C 3.55 6.61 0.72  0.053
N 4.62 7.34 1.46  0.310
O 5.59 6.47 1.71  0.599
C 2.20 7.37 0.81  0.022
C 3.22 5.25 1.39  -0.027
C 6.56 8.97 1.43  -0.008
H 4.26 10.06 1.96  -0.005
H 4.75 10.60 0.36  0.000
H 3.32 9.63 0.55  0.001
H 6.40 7.57 -0.81  0.005
H 5.83 9.17 -1.22  0.000
H 3.55 8.35 -1.57  0.000
H 4.68 7.37 -2.49  0.002
H 3.02 5.96 -1.28  -0.001
H 4.67 5.60 -0.84  0.000
H 2.05 7.79 1.81  -0.014
H 1.36 6.71 0.60  0.001
H 2.12 8.18 0.08  0.001
H 4.04 4.53 1.30  0.010
H 2.36 4.78 0.91  0.003
H 2.99 5.37 2.45  -0.008
H 6.42 9.14 2.50  0.000
H 6.90 9.91 0.99  0.000
H 7.37 8.25 1.30  0.000
C -6.73 -6.35 -2.95  0.016
C -7.18 -5.85 -1.57  0.030
C -6.00 -5.89 -0.57  0.020
C -5.67 -7.30 -0.08  -0.021
C -6.92 -7.96 0.49  0.021
C -8.10 -7.97 -0.49  0.029
N -8.36 -6.62 -1.10  0.310
O -8.99 -5.89 -0.19  0.604
C -7.83 -9.02 -1.60  0.016
C -9.35 -8.52 0.23  -0.005
C -7.50 -4.36 -1.83  -0.013
H -7.49 -6.16 -3.71  -0.007
H -5.82 -5.83 -3.27  0.000
H -6.49 -7.41 -3.00  0.001
H -6.24 -5.27 0.30  0.003
H -5.11 -5.45 -1.02  -0.001
H -5.25 -7.89 -0.90  0.000
H -4.90 -7.24 0.69  0.002
H -6.68 -8.99 0.79  0.000
H -7.21 -7.44 1.41  0.004
H -8.51 -8.89 -2.44  -0.009
H -7.99 -10.03 -1.22  0.001
H -6.81 -9.01 -1.96  0.001
H -9.60 -7.96 1.13  0.000
H -9.17 -9.55 0.56  0.000
H -10.22 -8.54 -0.43  -0.001
H -8.36 -4.26 -2.51  -0.005
H -6.65 -3.86 -2.30  0.001
H -7.72 -3.81 -0.92  0.003